Record 1
Molecular formula: C15H16INO6
Method: DFT, ωB97M-V/def2-TZVPD

Summary:
E ... -1385.0357 Eh
LUMO ... -0.3 eV
Charge ... 0
Structure (SMILES) ... COCN1C(=O)c2c(CCOC=O)cc(CCO)c(I)c2C1=O
Gap between HOMO and LUMO ... 9.02 eV

XYZ file:
```
39
Properties=species:S:1:pos:R:3:lowdin_charge:R:1
C -1.35324 -1.74606 -2.95687 -0.081
O -0.26070 -0.84381 -2.90129 -0.153
C 0.97792 -1.49402 -3.04787 -0.164
N 2.05337 -0.77793 -2.32975 0.078
C 1.78399 0.57563 -1.95751 -0.317
O 1.91845 1.55625 -2.64901 0.150
C 1.35249 0.55027 -0.51458 -0.039
C 0.79410 1.52113 0.26494 -0.152
C 0.53699 2.90072 -0.29008 -0.091
C -0.83177 2.95145 -0.98519 -0.142
O -1.81505 2.46237 -0.04459 -0.058
C -2.47016 1.37001 -0.57218 -0.311
O -3.34039 1.51037 -1.38775 0.103
C 0.48738 1.17503 1.55571 0.026
C 0.69847 -0.07373 2.08350 -0.244
C 0.26979 -0.32575 3.51666 -0.146
C -0.84004 -1.37048 3.64725 -0.286
O -1.62207 -0.97756 4.78522 -0.081
C 1.29344 -1.05145 1.29163 -0.535
I 1.71217 -2.98947 2.00126 1.043
C 1.60683 -0.70484 0.01869 -0.134
C 2.26782 -1.49163 -1.10588 -0.368
O 2.88867 -2.50939 -0.94755 0.083
H -1.70255 -1.96624 -1.94097 0.092
H -1.08431 -2.70756 -3.40831 0.090
H -2.16654 -1.33568 -3.55406 0.094
H 0.90218 -2.48943 -2.59464 0.130
H 1.26308 -1.64412 -4.09461 0.143
H 0.51555 3.58929 0.56298 0.124
H 1.34734 3.23492 -0.93658 0.121
H -1.07354 3.97865 -1.25560 0.131
H -0.77848 2.31535 -1.87198 0.126
H -2.19726 0.36762 -0.20772 0.146
H 0.05097 1.93512 2.19417 0.136
H 1.15247 -0.62516 4.08617 0.116
H -0.16266 0.59975 3.89810 0.117
H -1.49918 -1.40025 2.77095 0.121
H -0.46387 -2.37371 3.85111 0.053
H -2.21166 -1.69565 5.02622 0.081
```



Record 2
Molecular formula: C15H16N2O2S
Method: DFT, ωB97M-V/def2-TZVPD

Summary:
E ... -1239.4268 Eh
LUMO ... 0.6 eV
Charge ... 0
Energy above the lowest of the compared OMol25 structures with the same formula, charge and spin ... 8.23 kcal per mole
Structure (SMILES) ... Nc1nc(-c2ccc3c(c2)CCCC3)c(CC(=O)O)s1
Gap between HOMO and LUMO ... 8.37 eV

XYZ file:
```
36
Properties=species:S:1:pos:R:3:lowdin_charge:R:1
N -1.32622 -2.90952 -3.08356 0.082
C -0.69694 -1.88658 -2.45385 -0.682
N -0.73529 -1.66451 -1.19277 0.099
C 0.06881 -0.62168 -0.81843 -0.287
C 0.12876 -0.25964 0.59695 -0.161
C 1.32309 0.10693 1.21102 -0.033
C 1.34230 0.44470 2.55264 -0.021
C 0.17513 0.42494 3.29712 -0.188
C -1.02086 0.03533 2.69316 -0.177
C -1.03828 -0.31171 1.35642 0.036
C -2.22840 -0.00430 3.57596 -0.145
C -1.90699 -0.80554 4.84452 -0.180
C -0.60701 -0.34020 5.52746 -0.180
C 0.10707 0.77483 4.74967 -0.147
C 0.73419 -0.00970 -1.84130 -0.454
C 1.60309 1.20544 -1.82587 -0.107
C 1.13220 2.15330 -2.90868 -0.573
O 0.11463 2.78875 -2.88373 0.115
O 1.98688 2.19254 -3.93706 0.100
S 0.35263 -0.79172 -3.36008 1.087
H -1.48048 -2.82251 -4.07372 0.086
H -2.05055 -3.36451 -2.55199 0.101
H 2.24530 0.09211 0.64969 0.113
H 2.27521 0.72220 3.02333 0.111
H -1.95662 -0.62206 0.88135 0.118
H -2.50606 1.01667 3.85491 0.122
H -3.07614 -0.45315 3.05664 0.115
H -1.81268 -1.85598 4.56374 0.111
H -2.74668 -0.72688 5.53701 0.104
H -0.81617 0.01571 6.53771 0.104
H 0.07703 -1.18593 5.61565 0.109
H 1.10506 0.93423 5.16109 0.113
H -0.45516 1.70680 4.86445 0.122
H 1.50222 1.69759 -0.85713 0.126
H 2.64856 0.95005 -2.01550 0.126
H 1.65228 2.77279 -4.63915 0.134
```



Record 3
Molecular formula: C15H16N2O4S
Method: DFT, ωB97M-V/def2-TZVPD

Summary:
E ... -1389.8557 Eh
LUMO ... -0.7 eV
Charge ... 0
Energy above the lowest of the compared OMol25 structures with the same formula, charge and spin ... 34.00 kcal per mole
Structure (SMILES) ... COCCNS(=O)(=O)c1ccc2c3c(cccc13)C(=O)N2C
Gap between HOMO and LUMO ... 7.82 eV

XYZ file:
```
38
Properties=species:S:1:pos:R:3:lowdin_charge:R:1
C 2.24199 -4.07138 2.55797 -0.086
O 3.19976 -3.52552 1.67234 -0.195
C 3.41501 -2.14703 1.81661 -0.217
C 2.22198 -1.29840 1.34832 -0.220
N 1.72711 -1.76569 0.06893 -0.113
S 0.09812 -2.15588 -0.02852 0.670
O -0.02255 -3.19661 -1.00444 -0.283
O -0.44233 -2.37916 1.28777 -0.307
C -0.54587 -0.64037 -0.71534 -0.214
C -0.51295 -0.52900 -2.08267 -0.041
C -0.91318 0.62656 -2.78126 0.028
C -1.34742 1.69205 -2.03170 -0.145
C -1.37694 1.56864 -0.62507 -0.067
C -1.85568 2.75555 -0.05279 -0.053
C -1.96949 2.82997 1.31286 0.019
C -1.60211 1.69542 2.06133 -0.046
C -1.13293 0.53230 1.49184 0.004
C -0.99586 0.43165 0.08998 -0.122
C -2.13465 3.67080 -1.18959 -0.350
O -2.55620 4.80323 -1.19464 0.106
N -1.80299 2.95558 -2.34057 -0.028
C -1.94095 3.49484 -3.66611 -0.009
H 1.23030 -3.71776 2.33918 0.068
H 2.49544 -3.83126 3.59717 0.094
H 2.28343 -5.14900 2.41408 0.094
H 3.65351 -1.89237 2.86018 0.126
H 4.28451 -1.93167 1.18937 0.127
H 1.40539 -1.36222 2.07309 0.098
H 2.53097 -0.25092 1.25997 0.121
H 2.27070 -2.54150 -0.28565 0.107
H -0.16886 -1.38938 -2.63515 0.114
H -0.87042 0.64990 -3.85826 0.112
H -2.33389 3.71854 1.80447 0.121
H -1.70069 1.74287 3.13601 0.107
H -0.89102 -0.32061 2.10542 0.097
H -2.33267 4.50676 -3.56711 0.091
H -0.97380 3.52793 -4.17164 0.097
H -2.63479 2.89312 -4.25637 0.097
```



Record 4
Molecular formula: C15H16N2O5S2
Method: DFT, ωB97M-V/def2-TZVPD

Summary:
E ... -1863.3490 Eh
LUMO ... 0.6 eV
Charge ... 0
Energy above the lowest of the compared OMol25 structures with the same formula, charge and spin ... 0.00 kcal per mole
Structure (SMILES) ... O=C(CSc1ccc2c(c1)OCCO2)NCCN1C(=O)CSC1=O
Gap between HOMO and LUMO ... 8.58 eV

XYZ file:
```
40
Properties=species:S:1:pos:R:3:lowdin_charge:R:1
O -2.80613 -0.75158 -1.06739 0.071
C -2.23562 -1.61817 -0.43444 -0.537
C -1.64529 -2.83816 -1.11918 -0.363
S -0.07313 -3.40041 -0.39120 0.943
C 0.95404 -1.96381 -0.61852 -0.531
C 0.95685 -1.24647 -1.80451 -0.096
C 1.76693 -0.13491 -1.92131 -0.020
C 2.59599 0.25173 -0.87766 -0.226
C 2.63878 -0.51664 0.29317 -0.216
C 1.79908 -1.61227 0.42047 -0.028
O 3.47554 -0.22591 1.33138 -0.013
C 4.43164 0.76783 1.03209 -0.141
C 3.78815 1.89162 0.22217 -0.145
O 3.34218 1.38759 -1.01833 -0.019
N -2.11746 -1.61924 0.90551 0.065
C -2.77701 -0.65501 1.75405 -0.133
C -1.98531 0.64627 1.93615 -0.084
N -1.82881 1.32891 0.66455 -0.013
C -2.92754 1.74017 -0.05952 -0.509
O -4.04903 1.74621 0.37002 0.113
C -2.51451 2.21737 -1.42865 -0.337
S -0.70614 2.23972 -1.46873 1.037
C -0.57624 1.54485 0.14564 -0.711
O 0.45632 1.32961 0.71856 0.054
H -1.52667 -2.64427 -2.18404 0.077
H -2.33188 -3.67741 -0.99238 0.088
H 0.32649 -1.53278 -2.63090 0.107
H 1.76210 0.46249 -2.81863 0.120
H 1.82214 -2.18361 1.33450 0.119
H 4.81109 1.13010 1.98894 0.133
H 5.25516 0.32901 0.45116 0.139
H 4.50347 2.68369 -0.00172 0.134
H 2.93469 2.29553 0.78154 0.130
H -1.52227 -2.32008 1.32502 0.102
H -2.94609 -1.10670 2.73243 0.127
H -3.74008 -0.40872 1.29758 0.120
H -2.53023 1.29803 2.62466 0.135
H -0.98010 0.45306 2.31861 0.128
H -2.91431 3.20713 -1.64415 0.092
H -2.88680 1.50524 -2.16695 0.087
```



Record 5
Molecular formula: C15H16N6S2
Method: DFT, ωB97M-V/def2-TZVPD

Summary:
E ... -1706.0925 Eh
LUMO ... 0.3 eV
Charge ... 0
Energy above the lowest of the compared OMol25 structures with the same formula, charge and spin ... 3.05 kcal per mole
Structure (SMILES) ... C=CCn1c(CSc2nnc(-c3ccccc3)n2C)n[nH]c1=S
Gap between HOMO and LUMO ... 8.23 eV

XYZ file:
```
39
Properties=species:S:1:pos:R:3:lowdin_charge:R:1
C 1.80136 3.03980 -1.59021 0.004
C 1.11085 4.07066 -1.14462 -0.155
C 0.25011 4.08754 0.08884 -0.172
N -0.06756 2.78668 0.60992 -0.015
C -0.96003 1.86469 0.14341 -0.379
C -1.75380 1.99133 -1.08949 -0.320
S -0.86869 1.18258 -2.51282 0.967
C -0.11029 -0.11998 -1.63050 -0.671
N 1.13621 -0.16119 -1.25215 0.032
N 1.31450 -1.29062 -0.57279 0.086
C 0.17216 -1.93792 -0.52592 -0.269
C -0.00825 -3.21363 0.14586 -0.158
C -1.17381 -3.52814 0.84024 -0.040
C -1.29253 -4.75359 1.47100 -0.080
C -0.25598 -5.67014 1.41875 -0.085
C 0.91465 -5.35177 0.74822 -0.074
C 1.04266 -4.12974 0.11744 -0.022
N -0.78103 -1.23240 -1.20393 -0.049
C -2.15434 -1.54571 -1.46295 -0.036
N -0.99223 0.80946 0.90257 0.120
N -0.10084 1.04713 1.89056 0.045
C 0.50224 2.25641 1.74857 -0.844
S 1.59642 2.96277 2.73556 0.612
H 2.40458 3.12019 -2.47728 0.063
H 1.79869 2.07178 -1.11642 0.030
H 1.14711 5.02757 -1.64791 0.097
H -0.68079 4.63147 -0.10965 0.126
H 0.78657 4.60900 0.89351 0.084
H -2.71774 1.49830 -0.97425 0.079
H -1.88481 3.02642 -1.39402 0.077
H -1.97269 -2.80695 0.92010 0.104
H -2.19792 -4.99120 2.00995 0.104
H -0.35655 -6.62701 1.90880 0.103
H 1.72964 -6.05919 0.71845 0.105
H 1.94859 -3.86196 -0.40290 0.113
H -2.44959 -1.07256 -2.40088 0.076
H -2.27394 -2.62565 -1.54474 0.099
H -2.78984 -1.16809 -0.65841 0.091
H 0.10698 0.35119 2.58656 0.153
```



Record 6
Molecular formula: C15H17AuCl2N2O3
Method: DFT, ωB97M-V/def2-TZVPD

Summary:
E ... -1973.0475 Eh
LUMO ... 0.1 eV
Charge ... 0
Energy above the lowest of the compared OMol25 structures with the same formula, charge and spin ... 14.13 kcal per mole
Gap between HOMO and LUMO ... 7.87 eV

XYZ file:
```
40
Properties=species:S:1:pos:R:3:lowdin_charge:R:1
Au -0.85630 -0.22762 -1.01218 0.965
Cl -3.72104 0.70327 5.98358 0.645
C -2.98034 0.28396 4.46466 -0.675
C -2.53771 -1.02392 4.25453 -0.126
C -1.95358 -1.35795 3.06202 -0.572
Cl -1.39840 -2.98559 2.82661 0.688
C -1.76805 -0.43021 1.99303 -0.390
O -1.18983 -0.83277 0.92642 -0.281
C -2.23013 0.89034 2.24987 -0.123
C -2.13210 1.99311 1.29657 -0.203
O -1.67384 1.97991 0.16356 -0.064
C -2.82355 1.21910 3.48003 -0.079
H -2.65187 -1.77086 5.02769 0.106
H -2.48214 2.95851 1.71728 0.123
H -3.16088 2.23584 3.64279 0.110
C 3.04619 -3.39536 2.22372 -0.024
C 2.90671 -2.16728 1.39034 -0.312
C 3.73984 -1.08982 1.20235 0.001
C 3.04128 -0.22158 0.33510 -0.363
N 1.87122 -0.73823 -0.00195 0.044
N 1.81307 -1.91967 0.64027 0.025
C 3.45315 1.12604 -0.16113 -0.040
H 4.01454 -3.39809 2.71906 0.078
H 2.97304 -4.29952 1.61763 0.080
H 2.27210 -3.44035 2.99109 0.075
H 4.71277 -0.94270 1.64053 0.105
H 0.93975 -2.42105 0.64140 0.129
H 4.53214 1.25303 -0.08868 0.072
H 2.97927 1.91492 0.42526 0.077
H 3.15646 1.26255 -1.20067 0.066
C -2.15843 1.74556 -3.08804 -0.038
O -1.10528 0.93599 -3.66191 -0.093
C -0.51017 0.08376 -2.89876 -0.415
C 0.54973 -0.66054 -3.62734 -0.072
H -3.07838 1.16516 -3.09651 0.098
H -2.24520 2.61210 -3.73477 0.094
H -1.89082 2.02833 -2.06810 0.047
H 0.72296 -0.27775 -4.63248 0.084
H 0.24857 -1.71087 -3.66713 0.089
H 1.45713 -0.63396 -3.02100 0.070
```